[1]
ORCA calculation (ωB97M-V/def2-TZVPD) on a molecular structure, C5H7NO.

Results
frontier orbital gap (alpha / beta) = 0.2707 / 0.2708 Ha
energy above the lowest of the compared OMol25 structures with the same formula, charge and spin = 7.6040 eV
charge = 0
LUMO (alpha / beta) = -0.79 / -0.79 eV
F_max = 0.0190 Eh/bohr

Element x y z (Å)
C: -1.365 -1.295 0.156
C: -0.377 -0.189 0.481
C: 0.885 -0.148 -0.479
C: 1.881 0.956 -0.388
O: 0.824 2.528 -0.647
C: -0.898 1.225 0.313
N: -0.205 2.070 -0.115
H: -2.236 -1.250 0.815
H: -0.880 -2.268 0.286
H: -1.708 -1.218 -0.881
H: -0.044 -0.266 1.523
H: 1.518 -1.024 -0.239
H: 0.524 -0.288 -1.507
H: 2.079 1.166 0.683

Löwdin atomic charge list, values in e, 2 entries: C -0.081; C -0.330

***

[2]
ORCA calculation (ωB97M-V/def2-TZVPD) on 4 unconnected molecules or ions with the total composition C3H9NO in a non-equilibrium geometry.

Results
frontier orbital gap = 0.3332 Ha
energy above the lowest of the compared OMol25 structures with the same formula, charge and spin = 5.3912 eV
charge = 0
LUMO = 0.64 eV
F_max = 0.0454 Eh/bohr

Element x y z (Å)
C: 1.946 -0.223 0.478
O: 1.103 -0.848 -0.496
H: 0.368 0.093 -1.269
H: 2.871 0.059 -0.023
H: 2.168 -0.927 1.282
H: 1.472 0.666 0.905
C: -1.576 -0.740 0.165
C: -1.459 0.571 -0.194
N: -1.789 1.720 0.122
H: -1.168 2.502 -0.020
H: -0.383 0.620 -1.425
H: 0.195 -1.074 -0.058
H: -1.763 -1.471 -0.612
H: -1.986 -0.948 1.144

Löwdin atomic charge list, values in e, 2 entries: C -0.118; O -0.233

***

[3]
ORCA calculation (ωB97M-V/def2-TZVPD) on a single C3H5FN2 molecule in a non-equilibrium geometry.

Results
SMILES = [H]/N=C(N)\C=C/F
frontier orbital gap = 0.3647 Ha
energy above the lowest of the compared OMol25 structures with the same formula, charge and spin = 0.2599 eV
charge = 0
LUMO = 0.79 eV
F_max = 0.0441 Eh/bohr

Element x y z (Å)
H: 0.536 1.242 2.095
N: 0.015 0.333 2.104
C: -0.086 -0.067 0.856
N: -0.862 -1.175 0.522
C: 0.500 0.653 -0.276
C: 0.341 0.424 -1.564
F: -0.244 -0.701 -2.109
H: -1.289 -1.701 1.277
H: -0.733 -1.593 -0.391
H: 1.128 1.510 -0.164
H: 0.695 1.075 -2.351

Löwdin atomic charge list, values in e, 2 entries: H 0.044; N 0.084

***

> What is the formula in the first record?

C5H7NO